{
  "formula": "C30H60N5O8",
  "method": "the ωB97M-V functional and the def2-TZVPD basis",
  "e_homo_ev": -11.6,
  "total_charge": 1,
  "homo_lumo_gap_ev": 8.7,
  "lumo_ev": -2.856,
  "energy_ha": -2054.58703,
  "species": ["C", "C", "O", "C", "O", "C", "C", "C", "N", "C", "C", "C", "O", "C", "C", "O", "C", "C", "C", "C", "C", "N", "C", "C", "O", "C", "C", "C", "N", "N", "N", "H", "H", "H", "H", "H", "H", "H", "H", "H", "H", "H", "H", "H", "H", "H", "H", "H", "H", "H", "H", "H", "H", "H", "H", "H", "H", "H", "H", "H", "H", "H", "H", "H", "H", "H", "H", "C", "C", "C", "O", "H", "H", "H", "H", "H", "H", "H", "H", "C", "C", "C", "O", "H", "H", "H", "H", "H", "H", "H", "H", "C", "C", "C", "O", "H", "H", "H", "H", "H", "H", "H", "H"],
  "coordinates": [[-0.434, -0.032, 5.833], [0.928, 0.348, 5.229], [0.999, -0.216, 3.914], [1.943, 0.314, 3.114], [2.275, 1.462, 3.153], [2.559, -0.623, 2.111], [2.559, -2.098, 2.542], [1.967, -3.097, 1.526], [0.540, -3.442, 1.754], [0.288, -4.231, 2.834], [1.380, -4.794, 3.702], [2.006, -6.014, 3.038], [1.731, -6.316, 1.916], [-1.004, -4.580, 3.137], [-2.049, -4.148, 2.341], [-3.282, -4.555, 2.692], [-1.799, -3.351, 1.222], [-3.004, -2.917, 0.421], [-4.043, -2.134, 1.275], [-4.149, -0.666, 0.868], [-4.437, 0.203, 2.087], [-4.632, 1.609, 1.642], [-3.605, 2.410, 2.227], [-3.811, 2.956, 3.611], [-2.585, 2.616, 1.628], [-0.468, -3.025, 0.926], [-0.131, -2.253, -0.324], [-0.291, -0.698, -0.267], [-1.422, -0.349, -1.138], [-0.491, -0.181, 1.071], [0.973, -0.150, -0.819], [-1.011, 0.874, 6.000], [-0.338, -0.536, 6.787], [-0.998, -0.619, 5.115], [1.007, 1.426, 5.209], [1.714, -0.047, 5.869], [3.579, -0.273, 2.000], [2.086, -0.520, 1.139], [3.596, -2.401, 2.662], [2.079, -2.200, 3.506], [2.124, -2.695, 0.537], [2.519, -4.024, 1.564], [2.130, -4.078, 4.017], [0.920, -5.167, 4.613], [2.694, -6.619, 3.643], [-1.222, -5.221, 3.974], [-3.801, -4.705, 1.890], [-3.486, -3.833, 0.062], [-2.759, -2.347, -0.462], [-3.783, -2.172, 2.329], [-5.012, -2.620, 1.204], [-3.221, -0.303, 0.450], [-4.938, -0.544, 0.130], [-3.538, 0.160, 2.707], [-5.272, -0.204, 2.653], [-5.499, 1.953, 2.047], [-4.305, 2.245, 4.268], [-4.376, 3.883, 3.590], [-2.837, 3.175, 4.035], [-0.807, -2.607, -1.092], [0.858, -2.482, -0.690], [-1.446, 0.655, -1.275], [-1.282, -0.798, -2.036], [0.066, 0.665, 1.157], [-1.447, 0.159, 1.126], [0.883, 0.862, -0.809], [1.049, -0.441, -1.788], [-1.945, 2.636, -2.142], [-2.259, 4.127, -2.139], [-1.007, 4.955, -1.892], [-3.241, 4.412, -1.149], [-1.546, 2.335, -1.168], [-2.852, 2.055, -2.317], [-1.214, 2.386, -2.915], [-2.700, 4.410, -3.096], [-0.578, 4.715, -0.915], [-1.247, 6.018, -1.889], [-0.250, 4.772, -2.657], [-2.870, 4.162, -0.294], [-0.194, 1.365, -5.987], [0.509, 0.663, -4.837], [1.940, 0.296, -5.195], [-0.222, -0.514, -4.465], [-0.242, 0.712, -6.861], [-1.219, 1.619, -5.714], [0.327, 2.280, -6.269], [0.507, 1.312, -3.958], [1.959, -0.391, -6.045], [2.430, -0.209, -4.361], [2.523, 1.179, -5.453], [-0.238, -1.104, -5.226], [6.132, 3.354, -5.558], [5.301, 2.649, -4.498], [5.531, 3.252, -3.120], [5.608, 1.253, -4.480], [7.198, 3.251, -5.338], [5.958, 2.910, -6.539], [5.892, 4.416, -5.609], [4.244, 2.722, -4.755], [6.579, 3.146, -2.827], [4.930, 2.735, -2.371], [5.274, 4.311, -3.102], [6.540, 1.162, -4.255]]
}